Record 1
Density functional theory data (ωB97M-V with the def2-TZVPD basis set) for 4 unconnected molecules or ions with the total composition C22H56BFNO18P3S at a distorted geometry.

Geometry as XYZ:
```
103
Properties=species:S:1:pos:R:3:forces:R:3
C -2.7760 5.1641 -3.2417 -0.35 0.77 0.22
C -1.8123 6.2610 -2.7782 0.32 -0.59 0.48
O -0.6905 6.3568 -3.6544 -0.30 0.09 0.20
C -1.2143 5.9888 -1.3913 0.26 0.77 -0.40
O -2.2180 5.8298 -0.3729 0.35 0.05 -0.30
N -1.6675 6.3430 0.8096 -0.50 -1.05 1.12
C -2.6258 7.2266 1.5054 -0.13 1.47 -0.54
B -2.2937 8.7414 1.0656 -0.23 -0.26 0.30
O -1.2519 9.3511 1.6744 -0.01 0.16 -0.09
O -3.0694 9.4095 0.1328 0.81 -0.19 -0.26
S -1.0434 5.1412 1.7915 2.45 0.33 -0.01
O -0.1764 4.2809 1.0733 -0.99 -0.54 -1.24
O -0.3925 5.8036 2.8590 -1.20 0.46 0.95
F -2.2490 4.2884 2.3198 0.01 0.39 -0.18
H -3.1083 4.6139 -2.3591 -0.01 -0.26 -0.23
H -2.3293 4.5159 -3.9928 0.17 -0.04 0.20
H -3.6630 5.6355 -3.6710 0.03 -0.19 -0.11
H -2.3065 7.2399 -2.7044 -0.14 -0.12 -0.23
H 0.0740 6.4885 -3.0838 0.26 0.10 -0.38
H -0.4882 5.1702 -1.4235 -0.40 -0.30 0.14
H -0.6522 6.8935 -1.1273 0.06 -0.12 0.04
H -2.5064 7.1813 2.5879 0.07 -0.32 -0.08
H -3.6607 7.0350 1.2134 0.13 -0.64 0.14
H -1.0511 10.1980 1.2574 -0.02 0.07 0.15
H -3.1143 8.8611 -0.6605 -0.62 0.09 0.00
O 1.1932 0.5681 5.3138 -2.49 -1.81 1.60
P 0.9013 -0.3994 4.2241 3.96 2.06 -4.89
O 2.3038 -1.2219 4.0448 -0.68 -0.10 0.32
C 2.6981 -2.1407 5.0653 0.14 -0.17 0.20
C 1.8459 -3.3978 5.0777 -0.18 0.06 -0.04
O 0.9379 0.6015 2.9327 -0.35 -0.36 0.14
C 0.8219 2.0225 3.0731 0.30 0.19 0.13
C 2.1890 2.6758 3.0888 0.18 0.00 -0.13
O -0.0487 -1.4615 3.4500 -0.70 0.10 2.77
C -0.0818 -1.6316 2.0228 -0.39 -0.23 -0.91
C 1.2252 -2.0233 1.3725 0.39 0.19 0.23
H 2.6720 -1.6439 6.0396 -0.01 0.04 -0.03
H 3.7368 -2.4011 4.8616 -0.01 0.10 -0.11
H 0.8159 -3.1735 5.3649 0.02 -0.04 0.04
H 2.2456 -4.1275 5.7831 0.03 0.04 0.01
H 1.8096 -3.8496 4.0858 0.06 -0.02 0.01
H 0.2492 2.2787 3.9638 0.11 -0.12 0.11
H 0.2580 2.3849 2.2191 -0.01 -0.25 -0.11
H 2.8774 2.1576 3.7561 -0.16 -0.01 0.16
H 2.1162 3.7184 3.4012 -0.03 0.01 -0.04
H 2.6335 2.6450 2.0915 -0.03 0.04 -0.01
H -0.4986 -0.7443 1.5496 0.12 0.16 0.20
H -0.7978 -2.4371 1.8465 -0.02 -0.02 0.34
H 1.9534 -1.2146 1.4071 -0.02 0.02 0.04
H 1.0492 -2.2682 0.3237 -0.17 -0.04 0.05
H 1.6672 -2.8902 1.8629 -0.06 -0.06 -0.06
O -0.7679 -5.7027 0.9572 3.10 -1.48 -0.30
P -1.0862 -6.9906 1.6283 -6.20 0.86 1.96
O -2.2395 -7.6535 0.6808 0.76 -0.07 0.14
C -1.8700 -8.1550 -0.6071 0.01 -0.09 -0.32
C -1.0610 -9.4366 -0.5231 0.12 0.04 0.17
O -1.9731 -6.4395 2.8914 0.42 -0.36 0.01
C -1.9192 -5.0696 3.2918 -0.24 0.36 -0.17
C -3.0674 -4.2913 2.6789 -0.24 0.03 0.04
O -0.6778 -8.3412 2.4252 2.13 0.94 -1.64
C -1.4764 -8.9475 3.4546 -0.15 -0.48 0.79
C -2.8701 -9.3670 3.0451 -0.16 0.25 -0.31
H -1.3227 -7.3856 -1.1591 -0.02 0.03 0.05
H -2.8002 -8.3398 -1.1441 -0.07 0.07 0.13
H -0.0855 -9.2584 -0.0651 0.01 -0.02 -0.06
H -0.8997 -9.8558 -1.5168 -0.02 0.05 -0.02
H -1.5721 -10.1768 0.0927 -0.05 -0.01 -0.06
H -0.9568 -4.6276 3.0374 -0.01 -0.05 -0.13
H -2.0000 -5.0415 4.3802 -0.01 -0.21 0.00
H -3.1896 -4.5016 1.6166 0.26 -0.01 -0.03
H -2.9203 -3.2169 2.8031 -0.01 -0.01 0.07
H -4.0066 -4.5685 3.1615 0.01 0.04 0.02
H -1.5057 -8.3022 4.3304 -0.01 0.20 -0.16
H -0.9212 -9.8395 3.7501 0.21 0.09 -0.23
H -3.5101 -8.5097 2.8465 0.04 0.02 -0.01
H -3.3271 -9.9429 3.8517 0.15 -0.02 0.05
H -2.8500 -9.9829 2.1466 0.02 -0.05 0.04
O 0.4516 2.9958 -5.0755 -3.65 -2.00 1.70
P 1.2187 1.7528 -4.7066 7.91 2.96 -3.32
O 2.3923 2.5804 -3.8647 -0.53 0.01 0.71
C 2.0678 3.0306 -2.5477 0.10 0.09 0.06
C 1.9745 1.8808 -1.5635 -0.10 -0.12 0.03
O 1.9107 1.5540 -6.1923 -0.67 -0.73 -0.02
C 1.2692 2.0046 -7.3863 0.06 0.37 -0.15
C 1.7820 3.3721 -7.7956 0.22 0.06 -0.04
O 1.9363 0.3445 -4.2346 -3.25 -0.39 1.18
C 3.1812 -0.1617 -4.7441 0.49 -0.68 -0.37
C 4.3891 0.7288 -4.5591 -0.10 0.41 0.01
H 1.1311 3.5985 -2.5702 0.01 0.01 -0.05
H 2.8573 3.7204 -2.2464 0.06 -0.03 -0.12
H 1.1310 1.2293 -1.8092 0.00 -0.01 0.08
H 1.8375 2.2395 -0.5420 -0.04 0.08 -0.04
H 2.8739 1.2663 -1.6014 0.02 0.03 0.02
H 0.1868 2.0089 -7.2668 0.01 0.09 0.12
H 1.4981 1.2773 -8.1680 0.09 -0.09 0.12
H 1.8136 4.0611 -6.9525 -0.21 -0.06 0.05
H 1.1539 3.8047 -8.5758 0.01 -0.02 -0.01
H 2.8016 3.2940 -8.1777 -0.02 -0.01 -0.04
H 3.0657 -0.4458 -5.7882 -0.12 0.17 -0.02
H 3.3505 -1.0882 -4.1915 -0.28 0.07 0.17
H 4.3343 1.6228 -5.1772 -0.03 0.00 0.01
H 5.2887 0.1806 -4.8464 -0.10 -0.16 0.00
H 4.4919 1.0470 -3.5228 0.04 -0.06 0.00
```
Positions in Å, forces in eV/Å.

Output
Multiplicity = 1
Energy above the lowest of the compared OMol25 structures with the same formula, charge and spin = 182.7 kJ/mol
Net charge = 0
Kohn-Sham gap = 0.307 Eh
HOMO = -9.7 eV
SMILES = C[C@H](O)CON(CB(O)O)S(=O)(=O)F.CCOP(=O)(OCC)OCC.CCOP(=O)(OCC)OCC.CCOP(=O)(OCC)OCC

Record 2
Density functional theory data (ωB97M-V with the def2-TZVPD basis set) for a single ClH2NP2 molecule at a distorted geometry.

Geometry as XYZ:
```
6
Properties=species:S:1:pos:R:3:forces:R:3
N 0.9621 0.1599 -0.0956 -3.14 1.30 3.32
P -0.1736 0.3039 1.2230 5.21 -0.26 -2.95
P -1.9379 0.7425 0.1573 -0.84 0.53 -0.56
Cl -3.0432 -0.3227 1.4906 -1.26 -0.22 1.24
H 1.9201 0.3946 0.2231 -0.52 -0.81 0.30
H -1.9548 -0.3941 -0.5955 0.55 -0.55 -1.35
```
Positions in Å, forces in eV/Å.

Output
Multiplicity = 1
Energy above the lowest of the compared OMol25 structures with the same formula, charge and spin = 128.2 kJ/mol
Net charge = 0
Kohn-Sham gap = 0.299 Eh
HOMO = -9.4 eV
SMILES = N=P#[PH]Cl

Record 3
Density functional theory data (ωB97M-V with the def2-TZVPD basis set) for a molecular structure, C3H2O3Tl at a distorted geometry.

Geometry as XYZ:
```
9
Properties=species:S:1:pos:R:3:forces:R:3
O 0.1531 -0.9455 0.4298 1.53 0.80 3.83
C 0.5631 -0.1435 1.3910 -1.82 -3.46 -4.11
C 0.9329 0.7468 2.1119 1.02 2.05 2.40
O -0.4478 0.7584 -0.8967 2.10 -4.57 4.62
C -0.3205 -0.4366 -0.7156 -0.71 -0.02 -2.73
O -0.5754 -1.3360 -1.6056 0.01 0.70 0.71
Tl -1.0838 2.0853 -2.2307 -2.26 4.81 -4.73
H 1.2203 1.5153 2.8059 0.13 0.16 0.15
H -0.4420 -2.2442 -1.2900 0.01 -0.47 -0.13
```
Positions in Å, forces in eV/Å.

Output
Multiplicity = 2
Energy above the lowest of the compared OMol25 structures with the same formula, charge and spin = 157.2 kJ/mol
Net charge = +2
Kohn-Sham gap (alpha / beta) = 0.363 / 0.143 Eh
HOMO (alpha / beta) = -19.0 / -18.8 eV
<S²> = 0.7521

Record 4
Density functional theory data (ωB97M-V with the def2-TZVPD basis set) for 2 unconnected molecules or ions with the total composition C26H22Cl3NO2 at a distorted geometry.

Geometry as XYZ:
```
54
Properties=species:S:1:pos:R:3:forces:R:3
Cl 4.8908 -2.9296 -2.5085 0.52 -0.29 -0.24
C 3.3189 -2.3533 -2.1725 -1.20 0.74 0.10
C 2.9345 -1.0776 -2.6186 0.24 -0.37 0.39
C 1.7367 -0.5310 -2.1711 -0.28 0.03 0.16
C 0.8604 -1.2494 -1.3238 0.46 -0.26 -0.38
C -0.3513 -0.6249 -0.8193 0.69 1.93 -0.87
C -1.4183 -1.4359 -0.3575 -2.31 0.26 0.77
C -2.7426 -1.0326 -0.3823 2.00 -0.13 -0.39
C -3.8641 -1.8302 0.0496 -1.16 -0.92 0.50
C -5.1920 -1.3136 0.0153 0.79 -0.40 -0.04
C -6.2625 -2.0373 0.5313 0.20 -0.52 0.02
C -6.0462 -3.3243 1.0525 1.08 0.95 -0.19
Cl -7.3318 -4.1721 1.7949 -0.45 -0.31 0.11
C -4.7570 -3.8810 1.0547 -0.17 0.34 -0.26
C -3.6870 -3.1505 0.5467 -0.44 0.46 -0.18
C 1.2017 -2.5943 -1.0249 0.26 0.09 -0.09
C 2.4243 -3.1360 -1.4274 -0.15 0.41 0.16
H 3.6094 -0.4924 -3.2456 -0.20 -0.21 0.17
H 1.4489 0.4795 -2.4766 0.18 -0.34 0.10
H -0.6181 0.3701 -1.2266 0.00 -1.16 -0.34
H -1.1833 -2.4278 0.0377 -0.10 0.42 -0.16
H -2.9632 -0.0334 -0.7642 0.08 -0.29 0.08
H -5.3685 -0.3426 -0.4541 0.05 -0.25 0.29
H -7.2685 -1.6244 0.5352 0.21 -0.08 -0.04
H -4.6044 -4.8806 1.4521 -0.05 0.16 -0.07
H -2.6990 -3.6120 0.5021 -0.37 0.13 0.19
H 0.5044 -3.2299 -0.4662 0.48 0.31 -0.20
H 2.7102 -4.1452 -1.1278 -0.11 0.29 -0.14
C -4.0709 1.9626 1.4265 -0.38 -0.08 0.23
C -2.7054 2.5573 1.2693 0.13 0.00 -0.17
O -1.7943 1.5397 0.7850 0.46 0.55 0.56
C -0.5307 2.0291 0.7473 0.62 0.43 -0.42
C 0.5294 0.9629 0.6214 -2.09 -2.25 0.99
N 1.7071 1.4578 0.3533 3.07 0.56 -0.45
C 2.8868 0.9233 0.1943 -1.89 -0.91 -0.40
C 4.0786 1.7655 0.1292 0.59 0.67 -0.24
C 5.2353 1.4434 -0.6264 -0.40 0.33 0.63
C 6.3689 2.2575 -0.5396 -0.29 0.28 0.31
C 6.3641 3.3791 0.3106 -1.09 -0.74 -0.01
Cl 7.7929 4.3107 0.5143 0.31 0.18 -0.04
C 5.2030 3.7407 1.0146 0.05 -0.38 -0.53
C 4.0530 2.9633 0.8689 0.47 -0.08 -0.01
O -0.2685 3.2202 0.7917 -0.46 -1.38 0.06
H -4.7604 2.7822 1.6443 -0.07 -0.10 -0.05
H -4.4185 1.4442 0.5268 0.12 0.18 0.16
H -4.1104 1.2739 2.2758 0.01 -0.05 -0.21
H -2.6976 3.3890 0.5556 0.00 -0.12 0.26
H -2.3115 2.8990 2.2357 -0.17 0.15 -0.30
H 0.3863 0.0013 1.1950 0.19 1.30 -0.14
H 2.9800 -0.1801 0.1005 0.27 0.60 0.16
H 5.2176 0.5767 -1.2920 0.13 0.18 0.31
H 7.2674 2.0409 -1.1092 -0.16 -0.04 0.07
H 5.1997 4.6155 1.6587 0.04 -0.11 -0.18
H 3.1158 3.2569 1.3434 0.31 -0.14 0.00
```
Positions in Å, forces in eV/Å.

Output
Multiplicity = 1
Energy above the lowest of the compared OMol25 structures with the same formula, charge and spin = 0.0 kJ/mol
Net charge = 0
Kohn-Sham gap = 0.201 Eh
HOMO = -7.0 eV

Record 5
Density functional theory data (ωB97M-V with the def2-TZVPD basis set) for a single C5H6O molecule.

Geometry as XYZ:
```
12
Properties=species:S:1:pos:R:3:forces:R:3
C 2.1708 -0.5621 -1.3226 0.12 -0.04 -0.09
C 0.9801 0.0772 -0.7670 -0.51 -0.12 0.25
C -0.0736 0.4210 -0.2917 0.45 -0.30 -0.28
C -1.4230 0.3834 0.2316 0.04 -0.20 -0.14
C -1.6617 0.3546 1.6769 0.04 -0.23 0.26
O -2.0079 1.4876 0.9009 -0.03 0.29 -0.04
H 3.0996 -0.1389 -0.9268 -0.18 -0.05 -0.08
H 2.1425 -1.6347 -1.0799 0.06 0.32 0.02
H 2.1776 -0.4844 -2.4128 0.08 0.09 0.10
H -2.1113 -0.1566 -0.4188 0.02 0.10 0.14
H -0.8154 0.5066 2.3448 -0.11 -0.08 -0.10
H -2.4777 -0.2537 2.0653 0.02 0.23 -0.04
```
Positions in Å, forces in eV/Å.

Output
Multiplicity = 1
Energy above the lowest of the compared OMol25 structures with the same formula, charge and spin = 268.7 kJ/mol
Net charge = 0
Kohn-Sham gap = 0.385 Eh
HOMO = -9.5 eV
SMILES = CC#C[C@H]1CO1

Record 6
Density functional theory data (ωB97M-V with the def2-TZVPD basis set) for 2 unconnected molecules or ions with the total composition C5H11NO at a distorted geometry.

Geometry as XYZ:
```
18
Properties=species:S:1:pos:R:3:forces:R:3
C -2.2505 -1.3096 -0.1118 1.16 -3.44 -4.38
C -1.8844 -0.1657 0.2749 2.18 3.24 1.63
C 2.2794 -1.0334 -0.2537 -0.13 -0.14 0.02
C 1.2148 -0.1825 0.4006 1.14 -0.50 -0.40
C -0.2224 1.7799 0.1700 -0.04 1.59 -0.17
H -3.2345 -1.7214 -0.0921 -0.39 -0.42 -0.06
H -1.4111 -1.6268 -0.9262 -2.26 -0.76 2.18
H -2.4756 0.6140 0.7449 -0.18 -0.35 0.44
H -0.7913 0.0456 0.1438 -3.06 -1.05 -0.04
H 2.6533 -0.6273 -1.1882 0.01 0.07 -0.14
H 1.8648 -2.0331 -0.4384 0.22 0.21 0.17
H 3.1019 -1.0869 0.4582 0.00 -0.25 -0.07
H 1.0867 0.9716 -1.2831 0.35 -0.04 -0.54
H -0.5308 1.3445 1.1227 0.30 0.92 0.02
H 0.1357 2.8194 0.3013 0.19 -0.56 -0.08
H -1.1279 1.7977 -0.4854 0.95 0.25 0.43
N 0.7840 0.8665 -0.3455 -0.33 0.94 0.63
O 0.8080 -0.4524 1.5081 -0.11 0.27 0.37
```
Positions in Å, forces in eV/Å.

Output
Multiplicity = 1
Energy above the lowest of the compared OMol25 structures with the same formula, charge and spin = 315.3 kJ/mol
Net charge = 0
Kohn-Sham gap = 0.390 Eh
HOMO = -9.8 eV
SMILES = CNC(C)=O.C=C